Entry 1:
DFT (ωB97M-V with the def2-TZVPD basis set) results for a structure of composition C22H16Cl2N5O2S3Ti in a non-equilibrium geometry.

```
51
C22H16Cl2N5O2S3Ti | the OMol25 dataset | ωB97M-V with the def2-TZVPD basis set
Ti 0.12438 -0.42880 -0.30534
C 0.25110 2.36544 3.08309
C 0.52048 1.44989 1.92803
N -0.41983 1.04090 1.07915
N -1.70109 1.48229 1.35492
C -2.58961 0.97700 0.56179
N -3.90964 1.30745 0.79390
S -2.28244 -0.09909 -0.76114
C 1.79813 0.85679 1.75921
C 2.88913 1.10043 2.62974
C 4.03950 0.37574 2.49505
C 4.12578 -0.60222 1.48510
C 3.05851 -0.76573 0.64163
N 1.92324 -0.05362 0.74667
H -0.70723 2.85886 2.96022
H 1.02959 3.12534 3.16895
H 0.22669 1.80931 4.02467
H -4.02985 2.13679 1.35429
H -4.51794 1.23024 -0.00229
H 2.79408 1.84298 3.40831
H 4.87372 0.55033 3.16293
H 5.01232 -1.20476 1.35145
H 3.07818 -1.46538 -0.18286
S 2.79109 -0.55939 -2.72763
C 1.61864 0.64029 -2.86256
N 0.73117 1.04110 -1.95551
C 0.00479 2.14219 -2.40365
C -0.87874 2.90445 -1.63780
C -1.51878 3.98385 -2.21837
C -1.29043 4.32909 -3.55067
C -0.38739 3.60766 -4.30973
C 0.26532 2.52926 -3.72796
S 1.50968 1.51540 -4.38048
H -1.04874 2.65756 -0.60343
H -2.20486 4.57344 -1.62240
H -1.80712 5.17421 -3.98813
H -0.18413 3.88561 -5.33635
Cl -2.04449 -7.38222 0.46678
C -1.50997 -5.72249 0.58659
C -1.53892 -5.10236 1.83577
C -1.12023 -3.79176 1.93646
Cl -1.15391 -3.01672 3.48552
C -0.66918 -3.05995 0.82631
O -0.28428 -1.82662 0.96027
C -0.64871 -3.71754 -0.43568
C -0.20203 -3.04559 -1.59969
O 0.19892 -1.83541 -1.59697
C -1.07686 -5.06136 -0.53184
H -1.88423 -5.63635 2.70821
H -0.19281 -3.55775 -2.56189
H -1.06095 -5.55879 -1.49259
```

Charge: -1
Electronic energy in hartree: -4236.88197
Lowest unoccupied orbital energy (spin up / spin down) in eV: 1.92 / 1.87
E_HOMO (spin up / spin down) in eV: -2.9 / -4.5
<S²>: 2.03
2S+1: 3
Energy above the lowest of the compared OMol25 structures with the same formula, charge and spin in kJ/mol: 25.7

Here are the natural (NBO) charges for atoms 1 to 4, given in e:
1. Ti 1.51
2. C -0.67
3. C 0.19
4. N -0.42

Entry 2:
DFT (ωB97M-V with the def2-TZVPD basis set) results for a structure of composition C22H16CuNO2Te.

```
43
C22H16CuNO2Te | the OMol25 dataset | ωB97M-V with the def2-TZVPD basis set
Cu 0.43916 0.00648 1.09951
O -2.83044 -0.18735 -1.08149
C -1.89646 -0.12088 -0.29884
O -0.64801 -0.27586 -0.52255
C -2.26933 0.16801 1.17478
C -3.62372 0.32851 1.53235
C -3.93802 0.57859 2.83068
C -2.90952 0.67647 3.80009
C -3.15912 0.93508 5.16942
C -2.12681 1.02268 6.05751
C -0.79294 0.85781 5.61544
C -0.52448 0.60687 4.30179
C -1.58092 0.50813 3.36780
N -1.29260 0.25391 2.05329
H -4.36178 0.24336 0.74839
H -4.96915 0.70735 3.14097
H -4.18507 1.06238 5.49686
H -2.32412 1.22180 7.10273
H 0.02032 0.93526 6.32643
H 0.49071 0.48583 3.94088
Te 2.90010 0.30666 0.96500
C 3.58957 0.02448 2.94474
C 2.97584 -0.90253 3.78040
C 3.44969 -1.08846 5.07207
C 4.52753 -0.34202 5.53334
C 5.13545 0.58615 4.70033
C 4.67059 0.76816 3.40206
C 3.54024 -1.57264 0.25315
C 2.82094 -2.72757 0.53951
C 3.28695 -3.95468 0.08793
C 4.45705 -4.02582 -0.65724
C 5.16429 -2.86986 -0.95402
C 4.70890 -1.63886 -0.49797
H 2.12814 -1.47935 3.42840
H 2.97364 -1.81495 5.71908
H 4.89230 -0.48433 6.54310
H 5.97652 1.16877 5.05514
H 5.15335 1.48774 2.75197
H 1.89297 -2.67319 1.09646
H 2.72706 -4.85412 0.31081
H 4.81297 -4.98440 -1.01305
H 6.07219 -2.92035 -1.54181
H 5.26465 -0.73854 -0.72596
```

Charge: 0
Electronic energy in hartree: -2961.72011
Lowest unoccupied orbital energy in eV: -0.13
E_HOMO in eV: -8.4

Here are the natural (NBO) charges for atoms 1 to 4, given in e:
1. Cu 0.72
2. O -0.64
3. C 0.73
4. O -0.85

Entry 3:
DFT (ωB97M-V with the def2-TZVPD basis set) results for a structure of composition C22H16IMoN7O8S in a non-equilibrium geometry.

```
56
C22H16IMoN7O8S | the OMol25 dataset | ωB97M-V with the def2-TZVPD basis set
Mo 0.76468 -0.36753 -0.35806
N 7.67109 0.92644 3.61864
C 6.74029 0.69866 2.68088
C 5.55126 0.00091 3.00482
C 4.60391 -0.23355 2.04837
C 4.81544 0.21966 0.73599
C 5.99207 0.90705 0.39360
C 6.93410 1.14718 1.35420
S 3.67214 -0.08001 -0.47044
O 4.24967 -0.06007 -1.77418
O 2.82127 -1.26177 -0.08785
N 2.36401 0.88540 -0.39737
C 1.86295 2.06669 -0.87348
N 0.53198 1.84510 -0.91318
C -0.24503 2.84319 -1.34574
C 0.33061 4.04146 -1.71592
C 1.71756 4.14536 -1.63726
N 2.50592 3.15009 -1.21420
H 7.57107 0.56597 4.55122
H 8.54085 1.37451 3.38849
H 5.41020 -0.36957 4.01162
H 3.71852 -0.80732 2.29053
H 6.15464 1.23209 -0.62506
H 7.84584 1.66981 1.09713
H -1.31134 2.66603 -1.40004
H -0.27250 4.86461 -2.06710
H 2.22101 5.05910 -1.92857
I 0.17214 0.26451 2.34657
C -1.61381 0.13286 1.25276
C -2.86370 0.25267 1.80886
C -3.94788 0.16609 0.94173
C -3.72712 -0.01826 -0.41531
C -2.43192 -0.12948 -0.88073
N -1.37877 -0.06339 -0.04734
H -2.99192 0.40413 2.87100
H -4.95493 0.24826 1.32890
H -4.54889 -0.07903 -1.11426
H -2.22061 -0.25068 -1.93381
O 1.01166 -4.28018 -0.84842
C 0.90098 -3.11272 -1.00356
O 0.39312 -2.24412 -0.08773
C 1.34258 -2.34991 -2.22998
C 2.54713 -2.64257 -2.86389
C 2.98408 -1.78265 -3.84216
C 2.28206 -0.65162 -4.26075
C 1.08212 -0.41670 -3.65066
C 0.58815 -1.23570 -2.62440
N 0.26458 0.74834 -4.05460
O 0.77890 1.56293 -4.77064
O -0.77307 0.91115 -3.42847
N 4.31734 -2.03320 -4.46202
O 4.94864 -2.95674 -4.01090
O 4.69499 -1.20837 -5.25884
H 3.14382 -3.49497 -2.56751
H 2.67836 -0.00627 -5.03230
H -0.46643 -1.16975 -2.37361
```

Charge: +2
Electronic energy in hartree: -2596.53683
Lowest unoccupied orbital energy (spin up / spin down) in eV: -8.16 / -7.77
E_HOMO (spin up / spin down) in eV: -13.6 / -13.6
<S²>: 2.02
2S+1: 3
Energy above the lowest of the compared OMol25 structures with the same formula, charge and spin in kJ/mol: 13.9

Here are the natural (NBO) charges for atoms 1 to 4, given in e:
1. Mo 1.32
2. N -0.73
3. C 0.26
4. C -0.28

Entry 4:
DFT (ωB97M-V with the def2-TZVPD basis set) results for a structure of composition C22H16N9OOsS.

```
50
C22H16N9OOsS | the OMol25 dataset | ωB97M-V with the def2-TZVPD basis set
Os 0.53592 -0.56200 -0.33013
N 0.33651 -0.29504 -4.80693
C 0.46903 -0.09969 -3.49567
S -0.57510 -0.98186 -2.41491
N 1.34735 0.77137 -3.05731
N 1.25033 0.91486 -1.72032
C 1.88817 1.89924 -1.18478
C 1.68365 2.08203 0.22627
C 2.11300 3.20485 0.91876
C 1.69839 3.38980 2.22331
C 0.85228 2.44410 2.79189
C 0.49055 1.33124 2.06422
N 0.91774 1.13004 0.80812
H -0.25810 -1.01687 -5.17254
H 0.88296 0.26131 -5.44366
H 2.45740 2.57911 -1.80506
H 2.74368 3.92002 0.41024
H 2.01449 4.25778 2.78447
H 0.47885 2.54457 3.80017
H -0.11999 0.56341 2.51241
C -4.22016 2.25303 -1.65705
C -2.88942 2.63319 -1.54840
C -1.97268 1.78631 -0.94861
C -2.40522 0.56764 -0.44206
C -3.73452 0.18107 -0.53580
C -4.63812 1.02934 -1.15495
N -1.45625 -0.29265 0.20688
N -1.90763 -0.90207 1.20538
C -0.96127 -1.61968 1.90723
C -1.35078 -2.29808 3.06354
C -0.37465 -2.90370 3.83005
C 0.96231 -2.81457 3.45085
C 1.34318 -2.15046 2.28883
C 0.37897 -1.55767 1.49112
H -4.93163 2.91104 -2.13670
H -2.56560 3.59024 -1.93416
H -0.93388 2.07098 -0.86940
H -4.04541 -0.77567 -0.14180
H -5.67327 0.73097 -1.24673
H -2.39520 -2.33072 3.34263
H -0.64331 -3.43877 4.73009
H 1.71944 -3.27713 4.07067
H 2.38936 -2.10475 2.01116
O 2.63772 -0.78568 -0.30709
N 3.41170 -1.69591 -0.76904
C 2.90982 -2.81903 -1.21725
C 1.51705 -3.04618 -1.00349
N 0.41294 -2.92131 -0.66533
C 3.76203 -3.78693 -1.82370
N 4.44737 -4.57110 -2.30541
```

Charge: +1
Electronic energy in hartree: -1904.53074
Lowest unoccupied orbital energy in eV: -4.72
E_HOMO in eV: -11.6
Energy above the lowest of the compared OMol25 structures with the same formula, charge and spin in kJ/mol: 24.2

Here are the natural (NBO) charges for atoms 1 to 4, given in e:
1. Os 0.93
2. N -0.75
3. C 0.29
4. S 0.11